Record 1
14
Properties=species:S:1:pos:R:3:nbo_charge:R:1 method="wB97M-V/def2-TZVPD" homo_energy_ev="-8.06 / -7.19" homo_lumo_gap_ha="0.253 / 0.201" relative_energy_ev=2.687
N 0.795 2.350 -1.426 -0.83
P 0.904 2.753 -2.888 0.77
P -0.536 -3.709 0.793 0.03
P -1.090 1.324 1.100 0.07
P 1.694 -0.329 -0.609 0.08
P -1.283 -1.670 0.180 0.02
P 0.288 -0.416 0.899 -0.05
H 0.228 4.241 -2.921 -0.05
H -0.798 -4.108 -0.447 -0.02
H 0.930 -3.500 0.650 0.02
H -0.117 2.340 1.217 0.02
H -1.124 1.196 2.448 -0.02
H 2.253 0.799 -0.111 -0.02
H -2.146 -1.271 1.113 -0.02



Record 2
64
Properties=species:S:1:pos:R:3:nbo_charge:R:1 method="wB97M-V/def2-TZVPD" homo_energy_ev=-9.23 charge=-1 homo_lumo_gap_ha=0.360
As 1.310 0.850 1.297 2.80
F 0.475 1.703 -0.045 -0.63
F 0.630 1.973 2.520 -0.63
F 2.282 -0.039 2.491 -0.63
F 1.959 -0.389 0.120 -0.65
F 2.662 1.956 0.927 -0.63
F -0.065 -0.233 1.580 -0.63
O -6.516 3.507 -5.449 -0.92
S -5.569 2.391 -5.565 2.32
O -4.254 2.686 -6.111 -0.91
O -5.576 1.684 -4.081 -0.70
C -4.384 0.988 -3.652 -0.09
C -4.358 -0.327 -4.330 -0.65
C -6.382 1.136 -6.542 -0.88
H -4.598 0.782 -2.603 0.20
H -3.483 1.600 -3.609 0.22
H -3.940 -0.288 -5.336 0.21
H -5.317 -0.841 -4.395 0.22
H -3.674 -0.974 -3.782 0.23
H -6.622 1.430 -7.563 0.26
H -7.181 0.844 -5.860 0.25
H -5.760 0.241 -6.567 0.24
O 3.876 5.668 8.472 -0.91
S 3.388 4.435 7.917 2.32
O 4.056 3.198 8.180 -0.92
O 1.731 4.309 8.217 -0.71
C 1.113 3.074 7.853 -0.08
C -0.434 3.310 7.841 -0.64
C 3.277 4.620 6.051 -0.85
H 1.423 2.317 8.573 0.20
H 1.464 2.779 6.864 0.19
H -0.996 2.559 7.286 0.23
H -0.798 4.271 7.476 0.22
H -0.937 3.250 8.806 0.21
H 2.243 4.917 5.877 0.24
H 3.474 3.626 5.649 0.25
H 3.916 5.418 5.673 0.25
C -4.489 -4.107 0.904 -0.43
Br -3.714 -4.617 2.663 0.10
Br -5.942 -2.711 0.980 0.06
Br -4.961 -5.743 -0.193 0.05
H -3.753 -3.565 0.310 0.22
C 1.703 0.370 -5.510 -0.10
C 2.872 1.295 -4.932 -0.10
O 3.689 1.730 -5.942 -0.65
S 2.995 1.461 -7.419 2.42
O 3.969 1.054 -8.474 -0.85
O 2.096 2.577 -7.777 -0.88
O 2.149 0.111 -6.871 -0.66
H 0.793 0.969 -5.519 0.20
H 1.517 -0.616 -5.083 0.22
H 3.527 0.794 -4.219 0.21
H 2.470 2.229 -4.538 0.20
C 3.973 -5.421 1.440 -0.10
C 2.420 -5.540 1.647 -0.09
O 2.225 -6.952 1.908 -0.70
S 3.601 -7.920 1.686 2.45
O 3.185 -8.893 0.694 -0.85
O 4.089 -8.280 3.039 -0.85
O 4.390 -6.668 0.982 -0.67
H 4.571 -5.123 2.301 0.19
H 4.261 -4.690 0.684 0.22
H 1.958 -5.312 0.686 0.19
H 1.970 -4.864 2.374 0.22



Record 3
9
Properties=species:S:1:pos:R:3:nbo_charge:R:1 method="wB97M-V/def2-TZVPD" homo_energy_ev=-8.63 homo_lumo_gap_ha=0.332 relative_energy_ev=1.489
H -1.277 -2.574 0.126 0.27
N -0.756 -1.667 0.392 -0.27
N 0.426 -1.889 0.518 -0.29
H 0.705 -2.905 0.687 0.28
O 0.312 1.448 1.648 -0.41
C 0.322 1.711 0.534 0.72
C 0.121 2.041 -0.722 -0.65
Br 0.459 0.940 -2.179 0.09
H -0.313 2.895 -1.004 0.25



Record 4
14
Properties=species:S:1:pos:R:3:nbo_charge:R:1 method="wB97M-V/def2-TZVPD" homo_energy_ev=-8.76 smiles="[H]/N=c1/[nH]nnn1NC" homo_lumo_gap_ha=0.356 relative_energy_ev=1.859
H 0.838 -1.746 -0.767 0.33
N 0.702 -1.967 0.215 -0.76
C 0.582 -0.825 0.793 0.51
N 0.536 -0.548 2.150 -0.46
N 0.254 0.814 2.304 -0.03
N 0.210 1.353 1.186 -0.02
N 0.548 0.433 0.268 -0.13
N 0.366 0.741 -1.081 -0.47
C -1.078 0.558 -1.540 -0.45
H 0.390 -1.102 3.076 0.45
H 1.143 0.538 -1.676 0.39
H -1.737 1.062 -0.722 0.22
H -1.476 -0.495 -1.634 0.20
H -1.278 1.183 -2.572 0.22



Record 5
15
Properties=species:S:1:pos:R:3:nbo_charge:R:1 method="wB97M-V/def2-TZVPD" homo_energy_ev=-9.37 smiles="NCCCC=O" homo_lumo_gap_ha=0.381 relative_energy_ev=1.453
N -2.207 1.083 -0.538 -0.85
C -1.343 0.142 0.158 -0.21
C 0.140 0.509 -0.004 -0.39
C 1.018 -0.737 0.279 -0.52
C 2.488 -0.667 -0.003 0.44
O 3.108 -1.612 -0.416 -0.52
H -2.672 0.707 -1.352 0.37
H -2.889 1.507 0.070 0.36
H -1.442 -0.884 -0.219 0.18
H -1.559 0.184 1.222 0.19
H 0.369 0.808 -1.026 0.21
H 0.419 1.281 0.712 0.20
H 0.639 -1.524 -0.372 0.22
H 0.893 -1.083 1.311 0.23
H 3.037 0.286 0.179 0.10



Record 6
98
Properties=species:S:1:pos:R:3:lowdin_spin:R:1 method="wB97M-V/def2-TZVPD" homo_energy_ev="-12.31 / -12.54" s_squared=3.797 charge=+2 spin_multiplicity=4 homo_lumo_gap_ha="0.262 / 0.168"
P 1.661 1.105 -3.609 0.39
C 3.258 1.131 -2.880 0.06
C 3.965 0.469 -3.946 0.08
H 3.397 -0.184 -4.597 0.00
C 5.272 0.814 -4.208 0.00
H 5.751 0.410 -5.104 0.00
C 5.938 1.683 -3.327 0.06
H 6.968 1.950 -3.551 0.00
C 5.303 2.190 -2.183 0.02
H 5.880 2.846 -1.507 0.00
C 3.959 1.900 -1.919 0.03
H 3.462 2.253 -1.018 0.00
C 0.917 -0.501 -3.567 0.06
C 1.454 -1.762 -3.186 0.04
H 2.278 -1.818 -2.470 0.00
C 0.931 -2.920 -3.760 0.00
H 1.362 -3.907 -3.535 0.00
C -0.123 -2.840 -4.690 0.05
H -0.482 -3.738 -5.194 0.00
C -0.727 -1.609 -4.977 0.00
H -1.535 -1.527 -5.714 0.00
C -0.273 -0.469 -4.356 0.05
H -0.717 0.506 -4.550 0.00
C 0.592 2.421 -2.996 0.04
C 0.952 3.254 -4.104 0.06
H 1.767 2.896 -4.727 0.02
C 0.250 4.410 -4.386 0.01
H 0.534 4.976 -5.277 0.00
C -0.786 4.799 -3.519 0.01
H -1.323 5.714 -3.751 0.00
C -1.118 4.034 -2.392 0.01
H -1.933 4.386 -1.732 0.00
C -0.438 2.838 -2.108 0.01
H -0.678 2.283 -1.203 0.00
Tc 0.384 -0.755 2.338 1.49
C -1.397 -1.645 1.590 -0.03
C -1.852 -1.647 0.313 0.08
H -1.998 -2.171 2.338 0.00
C -0.994 -0.882 -0.695 0.04
O -1.855 0.202 -1.297 0.02
H -1.409 0.644 -2.017 0.00
C -0.022 -0.376 0.314 0.19
H -0.560 -1.498 -1.515 0.01
C 0.864 0.349 1.017 0.02
Cl -0.062 -1.827 4.476 0.05
Cl 2.764 -0.096 2.927 0.05
P 1.738 -2.703 1.808 0.01
C 2.704 -3.223 3.249 0.00
H 2.013 -3.565 4.023 0.00
H 3.240 -2.354 3.641 0.00
H 3.417 -3.998 2.949 0.00
C 0.709 -4.136 1.427 0.00
H 0.200 -3.982 0.470 0.00
H -0.043 -4.232 2.216 0.00
H 1.332 -5.035 1.382 0.00
C 2.960 -2.665 0.472 0.00
H 3.513 -1.722 0.483 0.00
H 2.479 -2.778 -0.504 0.00
H 3.670 -3.490 0.608 0.00
P -3.441 -2.426 -0.258 0.01
C -4.016 -3.470 1.048 0.00
C -3.027 -3.321 -1.745 0.00
H -4.214 -2.885 1.950 0.00
H -3.289 -4.260 1.260 0.00
H -4.948 -3.914 0.687 0.00
H -2.655 -2.658 -2.535 0.00
H -3.943 -3.809 -2.090 0.00
H -2.278 -4.093 -1.533 0.00
C -4.552 -1.087 -0.627 0.00
H -4.725 -0.478 0.267 0.00
H -5.499 -1.526 -0.949 0.00
H -4.136 -0.456 -1.418 0.00
H 1.613 1.003 0.410 0.00
C -3.678 -0.185 4.704 0.00
C -3.036 0.617 3.605 0.00
O -1.679 0.896 4.072 0.02
P -0.499 1.295 3.066 0.03
O 0.556 2.113 3.922 0.00
C 1.180 1.561 5.131 0.00
C 0.307 1.739 6.334 0.00
O -1.118 2.359 2.050 0.00
C -0.393 3.557 1.562 0.00
C -1.395 4.645 1.296 0.00
H -3.122 -1.114 4.881 0.00
H -4.709 -0.426 4.438 0.00
H -3.683 0.400 5.630 0.00
H -3.005 0.062 2.655 0.00
H -3.524 1.587 3.446 0.00
H 1.396 0.495 4.972 0.00
H 2.132 2.095 5.200 0.00
H -0.558 1.073 6.279 0.00
H 0.888 1.474 7.220 0.00
H -0.027 2.776 6.423 0.00
H 0.325 3.878 2.325 0.00
H 0.154 3.260 0.660 0.00
H -1.965 4.877 2.202 0.00
H -0.872 5.557 0.996 0.00
H -2.084 4.379 0.491 0.00



Record 7
25
Properties=species:S:1:pos:R:3:nbo_charge:R:1 method="wB97M-V/def2-TZVPD" homo_energy_ev=-12.25 smiles="CN1NON=C(O)[C@]12C[N+]2(C)C" charge=+1 homo_lumo_gap_ha=0.348 relative_energy_ev=8.932
C -1.157 -1.879 -1.370 -0.45
N -0.581 -1.359 -0.120 -0.30
N -1.422 -1.629 0.984 -0.19
O -2.289 -0.278 1.080 -0.27
N -2.240 0.725 0.202 -0.12
C -1.161 1.096 -0.464 0.41
O -1.100 1.982 -1.418 -0.64
C -0.100 0.000 -0.440 0.26
C 1.231 0.185 -0.948 -0.23
N 1.037 0.495 0.430 -0.20
C 1.864 -0.329 1.387 -0.40
C 1.130 1.853 0.932 -0.43
H -1.694 -2.843 -1.235 0.23
H -2.006 -1.293 -1.752 0.21
H -0.286 -2.066 -2.005 0.22
H -2.008 -2.511 0.884 0.40
H -1.882 2.557 -1.305 0.52
H 1.613 -0.738 -1.241 0.26
H 1.335 0.966 -1.631 0.26
H 2.891 -0.045 1.204 0.23
H 1.381 -0.221 2.420 0.25
H 1.817 -1.354 1.143 0.24
H 0.493 1.979 1.826 0.25
H 2.194 2.049 1.158 0.24
H 0.942 2.657 0.281 0.24



Record 8
13
Properties=species:S:1:pos:R:3:nbo_charge:R:1 method="wB97M-V/def2-TZVPD" homo_energy_ev=-8.91 smiles="C#C/C(=N/N)OC" homo_lumo_gap_ha=0.359 relative_energy_ev=5.971
C 0.129 0.604 -2.519 -0.24
C -0.312 0.477 -1.394 -0.07
C -0.607 0.208 0.002 0.42
N -1.710 0.560 0.373 -0.26
N -2.061 0.151 1.677 -0.64
O 0.272 -0.608 0.685 -0.53
C 1.671 -0.857 0.269 -0.29
H 0.452 1.255 -3.490 0.27
H -1.174 0.393 2.321 0.35
H -2.802 0.781 1.895 0.36
H 2.400 0.063 0.346 0.21
H 1.999 -1.898 0.826 0.23
H 1.743 -1.128 -0.991 0.20



Record 9
17
Properties=species:S:1:pos:R:3:nbo_charge:R:1 method="wB97M-V/def2-TZVPD" homo_energy_ev=-8.44 homo_lumo_gap_ha=0.333 relative_energy_ev=7.264
C 0.738 1.430 -0.657 -0.69
C 0.429 0.535 0.580 -0.03
C -1.149 0.641 0.914 -0.43
C -1.613 -0.258 -0.284 -0.09
C 0.450 -0.908 0.093 0.00
C 1.896 -0.656 0.263 -0.26
H 1.478 2.054 -0.339 0.22
H -0.198 1.792 -1.074 0.22
H 1.524 0.995 -1.228 0.21
H -1.301 0.245 1.956 0.22
H -1.377 1.741 0.825 0.23
H -2.099 0.479 -1.118 0.18
H -2.408 -0.711 0.393 0.18
H 0.146 -1.551 1.103 0.15
H 2.751 -1.121 0.989 0.24
H 2.378 -0.188 -0.466 0.16
O -0.675 -1.053 -0.812 -0.52



Record 10
30
Properties=species:S:1:pos:R:3:nbo_charge:R:1 method="wB97M-V/def2-TZVPD" homo_energy_ev=-8.09 smiles=C[Si]1(C)c2ccccc2Sc2ccccc21 homo_lumo_gap_ha=0.327 relative_energy_ev=0.000
C 2.003 0.652 -1.612 -1.10
Si 0.252 0.366 -0.988 1.64
C -0.903 1.173 -2.191 -1.13
C -0.268 -1.381 -0.700 -0.43
C -1.005 -2.082 -1.620 -0.19
C -1.446 -3.394 -1.359 -0.22
C -1.272 -3.950 -0.110 -0.19
C -0.618 -3.233 0.875 -0.21
C -0.079 -1.982 0.543 -0.16
S 0.926 -1.228 1.813 0.27
C 0.558 0.540 1.801 -0.13
C 0.802 1.244 2.979 -0.23
C 0.675 2.607 3.005 -0.19
C 0.281 3.328 1.864 -0.22
C 0.006 2.643 0.699 -0.18
C 0.180 1.264 0.653 -0.48
H 2.680 0.219 -0.877 0.24
H 2.294 1.696 -1.697 0.24
H 2.191 0.175 -2.563 0.24
H -0.626 2.211 -2.463 0.24
H -1.039 0.597 -3.155 0.24
H -1.890 1.267 -1.741 0.24
H -1.258 -1.615 -2.563 0.21
H -2.057 -3.944 -2.065 0.22
H -1.660 -4.936 0.120 0.22
H -0.537 -3.566 1.878 0.22
H 1.116 0.702 3.869 0.22
H 0.879 3.136 3.908 0.21
H 0.090 4.353 1.895 0.21
H -0.275 3.139 -0.199 0.21



Calculated DFT total energy, -2106.8600 -13637.2936 -2836.6468 -408.2276 -287.7791 -4031.7947 -605.4059 -340.5755 -309.5754 -1229.5951 a.u. (same order as the records).